This record from the OMol25 dataset describes C62H61AsN4O4PRbS3 as an isolated structure. The level of theory is ωB97M-V/def2-TZVPD.

Highest occupied orbital energy   -0.0751 Eh
Relative energy (zero: lowest compared OMol25 entry of this formula, charge and spin)   33.6 kcal per mole
Charge   -2
Total energy   -182726.694 eV
Gap between HOMO and LUMO   5.41 eV
Molar mass   1213.8 g/mol

XYZ file:
```
137
Properties=species:S:1:pos:R:3:forces:R:3:lowdin_charge:R:1
Rb 0.772 -0.540 1.159 1.5 0.4 -0.9 0.80
C 5.603 -1.622 1.416 0.0 0.0 0.1 -0.02
C 5.025 -1.804 2.795 0.1 0.0 0.0 -0.23
C 5.688 -1.355 3.930 0.0 0.0 0.0 -0.08
C 5.105 -1.472 5.185 0.0 0.0 -0.1 -0.10
C 3.843 -2.033 5.307 0.0 0.0 0.0 -0.05
C 3.144 -2.505 4.197 -0.1 0.0 0.1 -0.20
C 1.751 -3.062 4.343 0.1 0.0 0.0 -0.01
C 3.765 -2.393 2.952 -0.1 -0.2 -0.4 -0.22
N 3.066 -2.752 1.775 -0.1 0.4 0.2 0.15
C 3.059 -3.916 1.295 -0.2 -0.2 -0.4 -0.25
C 3.784 -5.097 1.881 0.0 0.0 0.0 -0.01
C 2.251 -4.135 0.006 0.3 -0.1 0.4 -0.26
C 2.322 -5.489 -0.648 0.0 0.0 0.0 -0.02
N 1.587 -3.156 -0.417 -0.4 0.3 -0.1 0.15
C 0.767 -3.181 -1.577 0.3 -0.1 0.3 -0.20
C 1.242 -2.518 -2.712 0.1 0.1 -0.1 -0.20
C 2.619 -1.905 -2.722 -0.1 0.0 0.0 -0.03
C 0.397 -2.415 -3.810 0.0 0.0 0.0 -0.05
C -0.875 -2.971 -3.786 0.0 0.0 0.0 -0.09
C -1.313 -3.636 -2.652 0.0 0.0 0.0 -0.07
C -0.509 -3.746 -1.519 -0.1 0.0 0.0 -0.20
C -1.023 -4.394 -0.260 0.0 0.1 0.0 -0.02
H 6.558 -1.098 1.464 0.0 0.0 0.0 0.07
H 4.931 -1.042 0.778 0.0 0.0 0.0 0.08
H 5.762 -2.580 0.914 0.0 0.0 0.0 0.08
H 6.664 -0.893 3.819 0.0 0.0 0.0 0.10
H 5.630 -1.119 6.065 0.0 0.0 0.0 0.09
H 3.371 -2.103 6.281 0.0 0.0 0.0 0.11
H 1.616 -3.494 5.336 0.0 0.0 0.0 0.08
H 1.532 -3.830 3.600 0.0 0.0 0.0 0.08
H 0.997 -2.275 4.208 0.0 0.0 0.0 0.07
H 4.278 -4.816 2.808 0.0 0.0 0.0 0.08
H 4.533 -5.473 1.180 0.0 0.0 0.0 0.08
H 3.090 -5.915 2.085 0.0 0.0 0.0 0.08
H 1.961 -6.268 0.026 0.0 0.0 0.0 0.08
H 3.354 -5.734 -0.911 0.0 0.0 0.0 0.08
H 1.716 -5.498 -1.551 0.0 0.0 0.0 0.08
H 2.696 -1.044 -2.050 0.0 0.0 0.0 0.06
H 2.876 -1.560 -3.722 0.0 0.0 0.0 0.06
H 3.379 -2.620 -2.396 0.0 0.0 0.0 0.08
H 0.741 -1.875 -4.684 0.0 0.0 0.0 0.11
H -1.529 -2.870 -4.643 0.0 0.0 0.0 0.10
H -2.309 -4.067 -2.623 0.0 0.0 0.0 0.10
H -1.940 -4.948 -0.469 0.0 0.0 0.0 0.08
H -1.250 -3.642 0.505 0.0 0.0 0.0 0.07
H -0.297 -5.087 0.170 0.0 0.0 0.0 0.06
O -2.481 -1.500 3.920 0.0 -0.1 0.0 -0.37
S -1.542 -0.928 2.962 -0.6 0.3 0.6 0.16
O -2.088 0.372 2.410 -0.1 -0.2 0.3 -0.53
O -0.229 -0.613 3.579 0.0 -0.2 0.4 -0.55
O -1.307 -1.825 1.796 -0.6 -0.6 0.3 -0.60
S 6.680 4.042 2.152 0.1 0.1 0.0 0.95
C 5.167 3.124 1.935 0.0 -0.1 0.1 -0.52
C 4.262 3.473 0.958 0.0 0.0 -0.1 -0.11
C 3.137 2.674 0.782 -0.1 0.1 0.2 -0.20
N 2.861 1.635 1.554 0.0 -0.1 0.2 0.03
C 3.732 1.322 2.520 -0.1 0.0 -0.1 -0.13
C 4.901 2.023 2.745 0.1 0.0 -0.1 -0.08
C 7.527 3.548 0.659 0.0 -0.1 0.0 -0.52
C 7.279 4.150 -0.562 0.0 0.0 0.0 -0.09
C 7.973 3.707 -1.679 0.1 -0.1 0.0 -0.15
N 8.896 2.748 -1.647 -0.1 0.0 0.1 0.06
C 9.120 2.171 -0.467 0.0 0.1 -0.1 -0.16
C 8.467 2.526 0.702 0.0 0.0 0.0 -0.09
H 4.434 4.308 0.294 0.0 0.0 0.0 0.10
H 2.409 2.916 0.018 0.1 0.0 -0.1 0.10
H 3.483 0.466 3.140 0.0 0.0 0.0 0.11
H 5.592 1.714 3.518 0.0 0.0 0.0 0.09
H 6.552 4.946 -0.651 0.0 0.0 0.0 0.10
H 7.773 4.149 -2.648 0.0 0.0 0.0 0.11
H 9.861 1.379 -0.454 0.0 0.0 0.0 0.10
H 8.677 2.016 1.633 0.0 0.0 0.0 0.10
C -3.154 2.011 0.363 0.0 0.0 0.2 -0.39
C -4.454 2.187 -0.411 0.0 0.0 -0.1 -0.46
As -5.515 3.682 0.284 0.0 0.1 0.0 1.28
C -5.942 2.943 2.041 -0.1 0.0 0.0 -0.42
C -5.489 3.617 3.170 0.0 -0.1 0.0 -0.13
C -5.719 3.104 4.442 0.0 0.0 -0.1 -0.09
C -6.410 1.911 4.591 0.0 0.0 0.0 -0.09
C -6.873 1.234 3.468 0.0 0.0 0.0 -0.09
C -6.641 1.747 2.201 0.0 0.0 0.0 -0.11
C -7.215 3.242 -0.584 -0.1 0.0 0.0 -0.42
C -8.406 3.715 -0.031 0.0 0.0 -0.1 -0.13
C -9.626 3.452 -0.636 0.0 0.0 0.0 -0.11
C -9.675 2.713 -1.814 0.0 0.0 0.0 -0.11
C -8.498 2.242 -2.374 0.0 0.0 0.0 -0.10
C -7.275 2.506 -1.764 -0.1 0.0 0.0 -0.11
P -2.223 0.417 0.132 -0.3 -0.2 -1.6 1.03
C -3.592 -0.832 0.206 0.1 0.1 0.2 -0.33
C -3.688 -1.856 -0.735 0.1 0.0 0.0 -0.11
C -4.677 -2.826 -0.649 0.0 0.0 0.1 -0.10
C -5.589 -2.805 0.401 0.1 0.1 0.0 -0.11
C -5.484 -1.809 1.363 0.0 0.0 0.0 -0.08
C -4.498 -0.835 1.264 -0.1 0.1 0.1 -0.10
C -2.195 0.585 -1.803 0.2 0.1 0.1 -0.32
C -0.948 1.023 -2.262 0.0 0.0 -0.1 -0.11
C -0.673 1.257 -3.608 -0.1 0.0 0.1 -0.08
C -1.668 1.051 -4.551 -0.1 0.0 0.1 -0.11
C -2.922 0.607 -4.132 0.1 0.0 0.0 -0.11
C -3.173 0.376 -2.785 0.0 0.0 0.1 -0.13
H -3.311 2.094 1.440 0.0 0.0 0.0 0.05
H -2.442 2.789 0.074 0.0 0.1 0.1 0.08
H -5.071 1.285 -0.380 0.0 0.0 0.1 0.06
H -4.252 2.416 -1.459 0.0 -0.1 0.0 0.05
H -4.936 4.542 3.054 0.0 0.0 0.0 0.09
H -5.344 3.627 5.312 0.0 0.0 0.0 0.10
H -6.575 1.499 5.578 0.0 0.0 0.0 0.10
H -7.394 0.290 3.579 0.0 0.0 0.0 0.10
H -6.987 1.199 1.331 0.0 0.0 0.0 0.11
H -8.379 4.282 0.893 0.0 0.0 0.0 0.10
H -10.541 3.820 -0.187 0.0 0.0 0.0 0.09
H -10.627 2.504 -2.288 0.0 0.0 0.0 0.09
H -8.525 1.658 -3.286 0.0 0.0 0.0 0.10
H -6.367 2.122 -2.212 0.0 0.0 0.0 0.09
H -2.967 -1.907 -1.540 0.0 0.0 0.0 0.08
H -4.729 -3.608 -1.400 0.0 0.0 0.0 0.09
H -6.357 -3.566 0.478 0.0 0.0 0.0 0.09
H -6.153 -1.804 2.218 0.0 0.0 0.0 0.09
H -4.399 -0.090 2.045 0.0 -0.1 0.0 0.10
H -0.154 1.181 -1.537 0.0 0.0 0.0 0.08
H 0.314 1.589 -3.911 0.0 0.0 0.0 0.08
H -1.471 1.227 -5.603 0.0 0.0 0.0 0.09
H -3.707 0.438 -4.862 0.0 0.0 0.0 0.09
H -4.154 0.009 -2.495 0.0 0.0 0.0 0.09
S 4.478 1.462 -1.792 0.0 0.0 -0.4 0.46
C 3.611 1.996 -3.217 0.0 0.0 0.0 -0.76
C 3.585 1.248 -4.414 0.0 0.0 0.1 -0.16
C 2.906 1.682 -5.543 0.0 0.0 0.1 -0.13
C 2.215 2.891 -5.545 0.1 -0.1 0.0 -0.16
C 2.216 3.647 -4.378 0.1 0.0 0.1 -0.14
C 2.894 3.211 -3.248 0.0 0.0 0.0 -0.15
H 4.120 0.305 -4.428 0.0 0.0 0.0 0.08
H 2.912 1.066 -6.437 0.0 0.0 0.0 0.09
H 1.688 3.232 -6.428 0.0 0.0 0.0 0.08
H 1.673 4.586 -4.344 0.0 0.0 0.0 0.09
H 2.884 3.821 -2.351 0.0 0.0 0.0 0.08
```
Positions in Å, forces in eV/Å.